# 1
The following is a quantum chemistry calculation of CH2Cl2O as an isolated structure, from the OMol25 dataset.

## Properties
Frontier orbital gap (eV): 8.532
2S+1: 1
DFT total energy (eV): -28158.47393
Relative energy (zero: lowest compared OMol25 entry of this formula, charge and spin) (kcal/mol): 66.09
Charge: 0
F_max (eV/A): 2.5
HOMO level (Eh): -0.329

The geometry in XYZ format:
```
6
Properties=species:S:1:pos:R:3:nbo_charge:R:1
H -1.134 0.855 -0.808 0.473
Cl 0.284 -1.552 -2.532 0.041
C 0.444 -2.045 -0.925 -0.146
Cl 1.695 -3.074 -0.750 0.098
O -0.196 0.551 -0.771 -0.933
H 0.270 1.298 -1.239 0.467
```

# 2
The following is a quantum chemistry calculation of an isolated molecule of CH2Cl2O2P2, from the OMol25 dataset.

## Properties
Frontier orbital gap (eV): 9.598
2S+1: 1
DFT total energy (eV): -48788.93772
Relative energy (zero: lowest compared OMol25 entry of this formula, charge and spin) (kcal/mol): 0.33
Charge: 0
F_max (eV/A): 4.0
HOMO level (Eh): -0.369

The geometry in XYZ format:
```
9
Properties=species:S:1:pos:R:3:nbo_charge:R:1
H -1.880 -0.009 2.670 0.240
O 0.927 1.082 -2.427 -1.014
Cl 0.632 -1.827 -2.366 -0.267
O -0.132 -0.014 -0.398 -1.111
C -1.298 0.474 1.883 -0.871
P 0.970 -0.026 -1.497 2.035
Cl 2.577 -0.365 -0.359 -0.247
P -0.351 -0.716 1.108 0.995
H -1.443 1.399 1.385 0.240
```

# 3
The following is a quantum chemistry calculation of CH2Cl2S2 as an isolated structure, from the OMol25 dataset.

## Properties
Frontier orbital gap (alpha / beta) (eV): 6.952 / 6.315
2S+1: 3
DFT total energy (eV): -47780.25043
Relative energy (zero: lowest compared OMol25 entry of this formula, charge and spin) (kcal/mol): 34.97
Charge: 0
<S²>: 2.0077
F_max (eV/A): 3.0
HOMO level (alpha / beta) (Eh): -0.243 / -0.353

The geometry in XYZ format:
```
7
Properties=species:S:1:pos:R:3:nbo_charge:R:1
S 1.799 0.221 -0.190 0.220
H 2.129 -1.072 0.391 0.134
Cl -0.605 -0.276 1.729 -0.035
C -0.294 -0.188 -0.009 -0.502
S -1.392 0.912 -0.804 0.042
Cl -0.639 -1.731 -0.677 0.017
H -0.998 2.133 -0.441 0.124
```

# 4
The following is a quantum chemistry calculation of CH2Cl3Hg2 as an isolated structure, from the OMol25 dataset.

## Properties
Frontier orbital gap (eV): 2.613
2S+1: 1
DFT total energy (eV): -46946.11053
Relative energy (zero: lowest compared OMol25 entry of this formula, charge and spin) (kcal/mol): 8.56
Charge: +3
F_max (eV/A): 0.9
HOMO level (Eh): -0.743

The geometry in XYZ format:
```
8
Properties=species:S:1:pos:R:3:nbo_charge:R:1
Cl 1.569 -2.121 2.037 0.420
C 1.073 -1.112 0.761 -0.551
Hg -3.551 0.925 -1.452 1.368
Cl 1.055 -1.823 -0.800 0.294
H 0.048 -0.734 1.024 0.297
Cl -1.298 1.499 -0.493 -0.458
H 1.751 -0.240 0.739 0.321
Hg -0.646 3.607 -1.815 1.308
```

# 5
The following is a quantum chemistry calculation of a 2-piece molecular cluster, CH2Cl3OPS2 overall, from the OMol25 dataset.

## Properties
Frontier orbital gap (alpha / beta) (eV): 6.122 / 8.152
2S+1: 1
DFT total energy (eV): -71641.54049
Relative energy (zero: lowest compared OMol25 entry of this formula, charge and spin) (kcal/mol): 74.93
Charge: 0
F_max (eV/A): 2.6
HOMO level (alpha / beta) (Eh): -0.290 / -0.328

The geometry in XYZ format:
```
10
Properties=species:S:1:pos:R:3:nbo_charge:R:1
H 0.893 2.220 -0.636 0.508
C 0.786 0.564 1.248 -0.459
Cl 2.307 0.759 0.241 -0.015
O -0.099 2.184 -0.794 -0.987
P -0.727 1.043 0.082 0.921
S -0.717 -3.290 -2.427 -0.164
H -2.561 -2.109 -1.279 0.145
S -1.209 -2.096 -0.906 -0.003
Cl 0.774 1.810 2.565 0.007
Cl 0.552 -1.085 1.905 0.047
```

# 6
The following is a quantum chemistry calculation of an isolated molecule of CH2Cl3P, from the OMol25 dataset.

## Properties
Frontier orbital gap (alpha / beta) (eV): 7.520 / 6.901
2S+1: 1
DFT total energy (eV): -47923.24146
Relative energy (zero: lowest compared OMol25 entry of this formula, charge and spin) (kcal/mol): 53.59
Charge: 0
F_max (eV/A): 4.1
HOMO level (alpha / beta) (Eh): -0.294 / -0.274

The geometry in XYZ format:
```
7
Properties=species:S:1:pos:R:3:nbo_charge:R:1
H 0.766 0.815 1.362 0.175
C 1.131 -0.052 1.026 -0.672
P -0.787 -0.176 -1.763 0.595
Cl -1.691 -1.194 -0.242 -0.279
H 0.588 -0.801 1.574 0.192
Cl -1.298 1.653 -1.336 -0.243
Cl 1.292 -0.245 -0.621 0.233
```

Please write out number 3 again, unchanged.
The following is a quantum chemistry calculation of CH2Cl2S2 as an isolated structure, from the OMol25 dataset.

## Properties
Frontier orbital gap (alpha / beta) (eV): 6.952 / 6.315
2S+1: 3
DFT total energy (eV): -47780.25043
Relative energy (zero: lowest compared OMol25 entry of this formula, charge and spin) (kcal/mol): 34.97
Charge: 0
<S²>: 2.0077
F_max (eV/A): 3.0
HOMO level (alpha / beta) (Eh): -0.243 / -0.353

The geometry in XYZ format:
```
7
Properties=species:S:1:pos:R:3:nbo_charge:R:1
S 1.799 0.221 -0.190 0.220
H 2.129 -1.072 0.391 0.134
Cl -0.605 -0.276 1.729 -0.035
C -0.294 -0.188 -0.009 -0.502
S -1.392 0.912 -0.804 0.042
Cl -0.639 -1.731 -0.677 0.017
H -0.998 2.133 -0.441 0.124
```

Copy entry 2 word for word.
The following is a quantum chemistry calculation of an isolated molecule of CH2Cl2O2P2, from the OMol25 dataset.

## Properties
Frontier orbital gap (eV): 9.598
2S+1: 1
DFT total energy (eV): -48788.93772
Relative energy (zero: lowest compared OMol25 entry of this formula, charge and spin) (kcal/mol): 0.33
Charge: 0
F_max (eV/A): 4.0
HOMO level (Eh): -0.369

The geometry in XYZ format:
```
9
Properties=species:S:1:pos:R:3:nbo_charge:R:1
H -1.880 -0.009 2.670 0.240
O 0.927 1.082 -2.427 -1.014
Cl 0.632 -1.827 -2.366 -0.267
O -0.132 -0.014 -0.398 -1.111
C -1.298 0.474 1.883 -0.871
P 0.970 -0.026 -1.497 2.035
Cl 2.577 -0.365 -0.359 -0.247
P -0.351 -0.716 1.108 0.995
H -1.443 1.399 1.385 0.240
```